--- P ---
{"formula": "CH13O5S", "method": "ωB97M-V/def2-TZVPD", "elements": ["C", "S", "H", "H", "H", "H", "H", "O", "H", "H", "O", "H", "H", "O", "H", "H", "O", "H", "H", "O"], "xyz": [[-0.20, -2.31, -1.12], [-0.22, -0.49, -1.48], [-0.93, -2.46, -0.34], [0.78, -2.57, -0.72], [-0.36, -2.89, -2.02], [1.76, 0.31, -0.86], [2.71, 0.52, 0.34], [2.61, 0.74, -0.60], [0.59, -0.68, 0.98], [0.54, 0.29, 2.07], [0.98, -0.55, 1.86], [-2.33, -0.87, 1.31], [-2.02, -0.47, -0.13], [-2.76, -0.62, 0.49], [-1.53, 1.23, 1.23], [-0.26, 2.02, 0.87], [-0.82, 1.75, 1.62], [1.25, 2.52, -1.22], [-0.11, 1.84, -1.27], [0.31, 2.68, -1.03]], "total_charge": -1, "e_homo_ha": -0.1541}

---

--- Q ---
{"formula": "CH13O5S", "method": "ωB97M-V/def2-TZVPD", "elements": ["C", "S", "H", "H", "H", "H", "H", "O", "H", "H", "O", "H", "H", "O", "H", "H", "O", "H", "H", "O"], "xyz": [[-2.35, -0.09, 1.09], [-1.39, -1.58, 1.46], [-2.48, 0.68, 1.86], [-1.97, 0.47, 0.22], [-3.37, -0.36, 0.78], [-0.53, -2.94, -1.50], [-1.39, -1.63, -1.63], [-0.74, -2.19, -2.07], [0.33, 3.00, -0.35], [0.47, 2.23, 0.94], [0.30, 3.13, 0.61], [0.74, -0.18, 2.69], [0.82, -0.27, 1.25], [1.37, 0.03, 1.99], [2.40, 1.15, -1.00], [1.66, 0.86, -2.23], [2.12, 1.59, -1.81], [0.71, -1.38, -1.26], [1.70, -1.49, -0.10], [1.58, -1.04, -0.95]], "total_charge": -1, "e_homo_ha": -0.1263}

---

Q: Which of them is the most stable? A: P.

---

--- P ---
{"formula": "C4H18NO3", "method": "ωB97M-V/def2-TZVPD", "elements": ["C", "C", "N", "C", "C", "H", "H", "H", "H", "H", "H", "H", "H", "H", "H", "H", "H", "H", "H", "O", "H", "H", "O", "H", "H", "O"], "xyz": [[2.74, 1.35, 2.34], [2.14, 1.59, 0.96], [1.09, 0.55, 0.50], [1.27, 0.15, -0.97], [0.34, -1.03, -1.21], [3.83, 1.38, 2.24], [2.58, 0.28, 2.49], [2.48, 1.88, 3.27], [1.68, 2.61, 0.80], [2.88, 1.43, 0.18], [0.16, 0.93, 0.77], [1.19, -0.23, 1.14], [2.32, -0.06, -1.05], [1.26, 0.98, -1.68], [0.67, -1.95, -0.73], [-0.55, -0.89, -0.62], [0.24, -1.23, -2.27], [-2.13, -0.41, 0.77], [-2.38, 1.08, 1.41], [-1.74, 0.43, 1.07], [-4.54, -3.20, -1.51], [-3.24, -2.42, -1.34], [-4.18, -2.30, -1.49], [-2.19, 0.18, -1.29], [-3.44, -0.56, -1.90], [-2.48, -0.55, -1.85]], "total_charge": 1, "e_homo_ha": -0.5239}

---

--- Q ---
{"formula": "C4H18NO3", "method": "ωB97M-V/def2-TZVPD", "elements": ["C", "C", "C", "C", "N", "H", "H", "H", "H", "H", "H", "H", "H", "H", "H", "H", "H", "H", "H", "O", "H", "H", "O", "H", "H", "O"], "xyz": [[1.19, 0.50, -0.55], [1.11, 1.43, 0.67], [2.35, 2.14, 0.85], [-0.19, 2.30, 0.73], [0.47, -0.88, -0.44], [0.81, 1.10, -1.42], [2.17, 0.48, -0.98], [1.06, 0.88, 1.67], [2.73, 2.62, -0.19], [2.10, 2.79, 1.71], [3.29, 1.57, 0.99], [-1.12, 1.62, 0.80], [-0.38, 2.63, -0.25], [-0.37, 3.24, 1.38], [-0.53, -0.68, -0.09], [0.39, -1.32, -1.35], [0.97, -1.43, 0.23], [-1.18, -2.43, -1.98], [-0.51, -3.84, -1.64], [-0.52, -2.98, -1.42], [-1.20, -3.35, 1.63], [-2.53, -3.04, 0.90], [-1.72, -2.56, 1.42], [-3.15, 0.47, -0.82], [-2.77, -1.06, -0.88], [-2.46, -0.17, -0.97]], "total_charge": 1, "e_homo_ha": -0.5165}

---

Q: Which of them is the most stable? A: P.

---

--- P ---
{"formula": "C4H16O3", "method": "ωB97M-V/def2-TZVPD", "elements": ["C", "C", "C", "C", "H", "H", "H", "H", "H", "H", "H", "H", "H", "H", "H", "H", "O", "H", "H", "O", "H", "H", "O"], "xyz": [[0.60, -1.30, 0.46], [-0.81, -1.65, -0.02], [-1.48, -0.54, -0.90], [-2.57, 0.25, -0.19], [1.29, -1.25, -0.37], [0.81, -2.23, 1.01], [0.72, -0.55, 1.22], [-1.46, -1.78, 0.84], [-0.77, -2.44, -0.75], [-1.91, -0.79, -1.88], [-0.68, 0.15, -1.18], [-2.87, 1.09, -0.82], [-2.36, 0.83, 0.73], [-3.46, -0.29, 0.14], [3.25, -1.25, 2.13], [2.82, 0.24, 2.08], [2.69, -0.60, 2.56], [2.75, 0.89, -1.52], [1.85, 1.45, -0.36], [2.65, 0.95, -0.56], [-0.25, 3.76, -0.56], [-0.66, 2.13, -1.01], [-0.16, 2.94, -1.03]], "e_homo_ha": -0.3942, "smiles": "CCCC.O.O.O"}

---

--- Q ---
{"formula": "C4H16O3", "method": "ωB97M-V/def2-TZVPD", "elements": ["C", "C", "C", "C", "H", "H", "H", "H", "H", "H", "H", "H", "H", "H", "H", "H", "O", "H", "H", "O", "H", "H", "O"], "xyz": [[-1.52, 0.93, 2.14], [-0.85, -0.14, 1.29], [-1.38, -0.26, -0.15], [-1.26, 1.04, -0.94], [-2.54, 0.49, 2.42], [-1.76, 1.94, 1.72], [-0.96, 0.97, 3.08], [-0.81, -1.07, 1.82], [0.21, 0.13, 1.20], [-2.43, -0.57, 0.02], [-0.88, -1.02, -0.76], [-0.20, 1.25, -1.13], [-1.76, 1.93, -0.57], [-1.54, 0.67, -1.93], [0.76, -0.13, -3.29], [-0.12, -0.41, -4.54], [0.19, -0.77, -3.71], [1.38, -5.26, -2.56], [2.01, -6.60, -3.00], [1.94, -5.67, -3.24], [3.42, 4.71, 3.59], [3.90, 3.64, 4.62], [4.18, 4.22, 3.91]], "e_homo_ha": -0.3987, "smiles": "CCCC.O.O.O"}

---

Q: Which of them is the most stable? A: Q.

---

--- P ---
{"formula": "C3H2N3S", "method": "ωB97M-V/def2-TZVPD", "elements": ["C", "C", "C", "N", "N", "N", "S", "H", "H"], "xyz": [[1.29, -0.58, -0.01], [1.37, 0.79, 0.04], [-0.73, -0.09, -0.06], [-3.61, -0.43, -0.08], [0.03, -1.08, -0.04], [-2.54, -0.27, 0.04], [-0.19, 1.52, 0.06], [2.12, -1.26, -0.03], [2.25, 1.40, 0.08]], "total_charge": 1, "e_homo_ha": -0.5581, "smiles": "N#[N+]c1nccs1"}

---

--- Q ---
{"formula": "C3H2N3S", "method": "ωB97M-V/def2-TZVPD", "elements": ["C", "C", "C", "N", "N", "N", "S", "H", "H"], "xyz": [[-0.79, 0.23, 1.22], [-0.85, 1.38, 0.49], [0.30, -0.29, -0.48], [1.66, -1.72, -1.61], [-0.06, -0.76, 0.60], [2.32, -2.42, -2.13], [0.01, 1.26, -1.03], [-1.22, 0.02, 2.18], [-1.36, 2.30, 0.75]], "total_charge": 1, "e_homo_ha": -0.5741}

---

Q: Which of them is the most stable? A: P.

---

--- P ---
{"formula": "C25H32N2O4", "method": "ωB97M-V/def2-TZVPD", "elements": ["C", "C", "H", "H", "O", "C", "O", "N", "C", "H", "C", "H", "H", "C", "N", "C", "C", "C", "H", "H", "C", "C", "O", "C", "C", "C", "C", "C", "C", "C", "C", "C", "C", "H", "H", "H", "O", "C", "H", "H", "H", "H", "H", "H", "C", "H", "H", "H", "H", "H", "H", "H", "C", "C", "H", "H", "H", "H", "H", "H", "H", "H", "H"], "xyz": [[5.97, 3.81, 1.21], [7.07, 2.84, 0.80], [7.81, 2.72, 1.59], [7.55, 3.18, -0.12], [6.56, 1.52, 0.59], [5.98, 1.30, -0.62], [5.92, 2.13, -1.49], [5.53, 0.03, -0.74], [5.48, -0.93, 0.34], [6.05, -0.55, 1.18], [4.03, -1.21, 0.74], [4.00, -1.97, 1.52], [3.60, -0.29, 1.13], [3.25, -1.70, -0.49], [1.91, -2.12, -0.11], [1.28, -3.05, -1.04], [0.12, -3.74, -0.34], [-0.91, -2.71, 0.13], [-1.71, -3.20, 0.69], [-1.36, -2.23, -0.74], [-0.19, -1.69, 1.01], [-1.08, -0.61, 1.61], [-0.83, -0.14, 2.69], [-2.30, -0.19, 0.86], [-3.47, -0.07, 1.58], [-4.67, 0.30, 0.96], [-5.89, 0.40, 1.67], [-7.04, 0.77, 1.03], [-7.04, 1.05, -0.35], [-5.87, 0.96, -1.07], [-4.67, 0.59, -0.43], [-3.45, 0.50, -1.14], [-2.30, 0.11, -0.51], [-1.38, 0.08, -1.07], [-3.44, 0.75, -2.19], [-5.84, 1.18, -2.13], [-8.25, 1.41, -0.86], [-8.34, 1.72, -2.23], [-7.71, 2.57, -2.49], [-8.07, 0.86, -2.85], [-9.39, 1.97, -2.41], [-7.98, 0.85, 1.56], [-5.90, 0.18, 2.72], [-3.47, -0.28, 2.64], [0.98, -1.07, 0.24], [1.48, -0.34, 0.89], [0.60, -0.54, -0.65], [0.25, -2.22, 1.87], [0.50, -4.29, 0.52], [-0.35, -4.45, -1.03], [2.02, -3.79, -1.34], [0.91, -2.54, -1.94], [3.33, -0.62, -1.59], [4.80, -0.35, -1.93], [4.89, 0.46, -2.65], [5.26, -1.26, -2.34], [2.87, 0.30, -1.24], [2.81, -0.96, -2.48], [3.75, -2.60, -0.86], [5.96, -1.86, -0.01], [5.25, 3.92, 0.40], [5.46, 3.45, 2.10], [6.41, 4.78, 1.43]], "e_homo_ha": -0.3025, "smiles": "CCOC(=O)N1CCC(N2CCC[C@H](C(=O)c3ccc4cc(OC)ccc4c3)C2)CC1"}

---

--- Q ---
{"formula": "C25H32N2O4", "method": "ωB97M-V/def2-TZVPD", "elements": ["C", "H", "O", "C", "C", "C", "C", "C", "C", "O", "C", "H", "H", "H", "O", "C", "H", "H", "H", "H", "C", "N", "C", "H", "C", "C", "O", "N", "C", "H", "C", "C", "C", "C", "C", "C", "C", "C", "H", "H", "H", "H", "H", "H", "H", "H", "H", "C", "C", "C", "H", "H", "H", "H", "H", "H", "H", "H", "H", "H", "H", "H", "H"], "xyz": [[-0.87, -2.88, 1.56], [-1.55, -2.23, 1.00], [0.35, -3.07, 0.90], [1.16, -1.99, 0.71], [0.85, -0.69, 1.08], [1.75, 0.34, 0.86], [2.96, 0.06, 0.24], [3.28, -1.22, -0.17], [2.38, -2.27, 0.07], [2.55, -3.58, -0.30], [3.84, -4.14, -0.27], [4.44, -3.84, -1.14], [4.38, -3.86, 0.64], [3.69, -5.22, -0.28], [4.44, -1.53, -0.83], [5.39, -0.51, -1.03], [5.73, -0.08, -0.08], [6.23, -0.98, -1.54], [4.99, 0.29, -1.66], [3.63, 0.88, 0.07], [1.45, 1.76, 1.26], [1.82, 2.66, 0.19], [1.02, 2.52, -0.99], [1.57, 2.99, -1.82], [-0.38, 3.20, -0.94], [-1.38, 2.54, -0.01], [-1.80, 3.09, 1.00], [-1.86, 1.31, -0.33], [-1.53, 0.51, -1.48], [-0.88, -0.33, -1.19], [-2.81, -0.05, -2.11], [-3.50, -0.93, -1.11], [-4.13, -2.11, -1.46], [-4.74, -2.89, -0.49], [-4.71, -2.49, 0.83], [-4.07, -1.32, 1.19], [-3.46, -0.53, 0.22], [-2.81, 0.76, 0.62], [-2.32, 0.64, 1.60], [-3.59, 1.52, 0.78], [-4.05, -1.01, 2.22], [-5.18, -3.10, 1.59], [-5.23, -3.81, -0.78], [-4.14, -2.42, -2.50], [-3.46, 0.78, -2.40], [-2.56, -0.62, -3.01], [-1.00, 1.11, -2.22], [-0.18, 4.67, -0.54], [0.65, 4.79, 0.74], [1.98, 4.06, 0.56], [2.55, 4.54, -0.23], [2.56, 4.11, 1.48], [0.08, 4.36, 1.56], [0.83, 5.84, 0.96], [-1.16, 5.14, -0.39], [0.33, 5.19, -1.36], [-0.80, 3.17, -1.95], [0.93, 1.45, -1.20], [2.06, 2.02, 2.14], [0.40, 1.85, 1.56], [-0.09, -0.47, 1.57], [-0.73, -2.47, 2.57], [-1.32, -3.87, 1.64]], "e_homo_ha": -0.2859, "smiles": "COc1cc(CN2CCC[C@H](C(=O)N3CCc4ccccc4C3)C2)cc(OC)c1OC"}

---

Q: Which of them is the most stable? A: P.

---

--- P ---
{"formula": "C11H13N", "method": "ωB97M-V/def2-TZVPD", "elements": ["C", "C", "C", "C", "C", "C", "C", "C", "C", "C", "C", "H", "H", "H", "H", "H", "H", "H", "H", "H", "H", "H", "H", "H", "N"], "xyz": [[1.17, -0.20, 1.37], [0.78, 1.07, 0.64], [1.73, 1.24, -0.61], [2.38, -0.13, -0.86], [0.66, -1.32, 0.48], [-0.76, -0.79, 0.21], [-1.99, -1.40, -0.02], [-3.10, -0.64, -0.34], [-2.97, 0.75, -0.34], [-1.78, 1.38, 0.00], [-0.66, 0.58, 0.28], [0.79, -0.23, 2.38], [2.28, -0.23, 1.49], [0.73, 1.89, 1.38], [2.53, 1.90, -0.38], [1.11, 1.59, -1.49], [3.26, -0.31, -0.17], [2.81, -0.20, -1.90], [0.80, -1.39, -1.47], [0.62, -2.32, 0.98], [-2.06, -2.55, 0.13], [-4.06, -1.15, -0.58], [-3.94, 1.29, -0.43], [-1.79, 2.46, 0.01], [1.47, -1.31, -0.73]], "e_homo_ha": -0.3124, "smiles": "c1ccc2c(c1)[C@@H]1CCN[C@H]2C1"}

---

--- Q ---
{"formula": "C11H13N", "method": "ωB97M-V/def2-TZVPD", "elements": ["C", "C", "C", "C", "C", "C", "C", "C", "C", "C", "C", "N", "H", "H", "H", "H", "H", "H", "H", "H", "H", "H", "H", "H", "H"], "xyz": [[-3.24, -1.42, 0.05], [-2.34, -1.81, 1.00], [-2.97, -0.34, -0.79], [-1.11, -1.18, 1.00], [-1.75, 0.25, -0.90], [-0.75, -0.18, 0.09], [1.63, -0.94, -0.27], [1.92, -2.31, 0.01], [1.00, 0.93, 1.47], [0.95, 1.49, -1.01], [0.70, 0.38, 0.07], [2.57, -1.41, -0.95], [-4.11, -1.96, 0.01], [-2.57, -2.54, 1.69], [-3.73, -0.06, -1.52], [-0.32, -1.55, 1.72], [-1.47, 1.18, -1.45], [2.44, -2.63, 0.96], [1.05, -3.04, -0.30], [1.92, 1.34, 1.72], [0.63, 0.14, 2.11], [0.34, 1.72, 1.57], [0.88, 2.48, -0.61], [1.95, 1.40, -1.45], [0.31, 1.43, -1.95]], "e_homo_ha": -0.3423, "smiles": "CC(C)(C1=NC1)c1ccccc1"}

---

Q: Which of them is the most stable? A: P.